# 1
11
Properties=species:S:1:pos:R:3:mulliken_charge:R:1 method="wB97M-V/def2-TZVPD" charge=-1 smiles="NC(=O)[P@](N)(=O)[O-]" fmax_ev_per_a=2.8 e_homo_ev=-4.8 de_lowest_kj_mol=55.6 energy_ha=-717.248121
N -1.03 0.26 -1.21 -0.415
C -0.25 -0.58 -0.40 0.464
O -0.65 -1.74 -0.12 -0.657
P 1.27 0.40 0.29 0.752
N 0.18 0.93 1.57 -0.698
O 1.40 1.64 -0.52 -0.741
O 2.49 -0.34 0.73 -0.718
H -1.89 -0.13 -1.58 0.217
H -0.76 1.26 -0.97 0.273
H 0.68 0.48 2.35 0.258
H 0.35 1.91 1.65 0.265

---

# 2
11
Properties=species:S:1:pos:R:3:mulliken_charge:R:1 method="wB97M-V/def2-TZVPD" fmax_ev_per_a=4.5 e_homo_ev=-9.9 de_lowest_kj_mol=77.8 energy_ha=-773.896201
C 0.43 0.06 0.02 0.451
N 1.00 1.18 0.26 -0.393
N 0.86 -1.15 -0.21 -0.370
O -1.53 -0.18 -1.60 -0.574
O -1.77 1.25 0.35 -0.676
O -1.75 -1.21 0.56 -0.638
S -1.43 -0.03 -0.19 1.108
H 2.02 1.58 0.41 0.291
H 0.30 1.80 0.68 0.268
H 1.80 -1.38 -0.01 0.235
H 0.06 -1.93 -0.27 0.299

---

# 3
9
Properties=species:S:1:pos:R:3:mulliken_charge:R:1 method="wB97M-V/def2-TZVPD" fmax_ev_per_a=5.1 e_homo_ev="-8.0 / -8.0" de_lowest_kj_mol=317.8 energy_ha=-623.338163
C 1.49 -0.08 -0.18 -0.091
N -0.96 0.28 -0.01 -0.635
N 0.32 0.70 -0.21 -0.037
O 3.97 -0.68 -0.10 -0.549
S 3.05 0.48 0.13 0.232
H 1.42 -1.09 -0.20 0.331
H -0.95 -0.66 -0.39 0.264
H -1.12 0.28 1.02 0.248
H 0.31 1.70 -0.41 0.237

---

# 4
9
Properties=species:S:1:pos:R:3:mulliken_charge:R:1 method="wB97M-V/def2-TZVPD" smiles="NC(=O)NS" fmax_ev_per_a=4.9 e_homo_ev=-9.6 de_lowest_kj_mol=264.5 energy_ha=-623.358470
N 0.54 1.20 0.03 -0.606
C 0.74 -0.24 -0.09 0.597
O 1.94 -0.70 0.04 -0.630
N -0.37 -1.06 -0.12 -0.312
S -1.93 -0.13 -0.09 -0.184
H 0.02 1.44 -1.07 0.311
H 1.60 1.48 0.10 0.308
H -0.10 -2.19 -0.08 0.332
H -2.44 0.21 1.28 0.184

---

# 5
9
Properties=species:S:1:pos:R:3:mulliken_charge:R:1 method="wB97M-V/def2-TZVPD" fmax_ev_per_a=5.2 e_homo_ev=-8.9 de_lowest_kj_mol=374.9 energy_ha=-623.316423
O 2.09 -0.49 -0.37 -0.406
N 0.80 -0.37 0.34 -0.240
C 0.11 0.76 0.01 0.126
N -1.20 0.97 -0.23 -0.336
S -2.06 -0.61 -0.08 -0.236
H 2.78 -0.58 0.29 0.339
H 0.22 -1.19 -0.18 0.305
H 0.55 1.73 0.27 0.301
H -3.29 -0.22 -0.04 0.148

---

# 6
9
Properties=species:S:1:pos:R:3:mulliken_charge:R:1 method="wB97M-V/def2-TZVPD" smiles="[H]/N=C/SON" fmax_ev_per_a=3.3 e_homo_ev=-9.2 de_lowest_kj_mol=475.6 energy_ha=-623.278041
H 3.19 1.38 0.15 0.259
N 2.77 0.46 0.00 -0.565
C 1.54 0.28 0.02 0.071
S 0.59 -1.20 -0.28 -0.023
O -1.07 -0.03 0.15 -0.337
N -2.38 -0.29 -0.02 -0.295
H 0.76 0.85 0.37 0.378
H -2.61 -0.51 -1.07 0.265
H -2.80 -0.92 0.68 0.248

---

# 7
9
Properties=species:S:1:pos:R:3:mulliken_charge:R:1 method="wB97M-V/def2-TZVPD" fmax_ev_per_a=1.0 e_homo_ev="-7.9 / -9.3" de_lowest_kj_mol=464.0 energy_ha=-832.508107
C 0.24 1.14 0.09 0.374
N -0.93 0.44 -0.26 -0.507
N 1.17 0.84 1.12 -0.411
P -1.27 2.13 0.04 -0.023
P 1.97 1.07 -0.38 0.015
H -0.99 0.10 -1.22 0.271
H 1.14 -0.06 1.58 0.268
H -1.61 1.90 1.38 0.040
H 1.28 -1.67 -1.64 -0.028

---

# 8
9
Properties=species:S:1:pos:R:3:mulliken_charge:R:1 method="wB97M-V/def2-TZVPD" smiles="[H]/N=P/NP=C" fmax_ev_per_a=3.4 e_homo_ev=-9.1 de_lowest_kj_mol=17.1 energy_ha=-832.678327
H -1.03 -2.83 1.98 0.254
N -0.71 -1.76 1.94 -0.549
P -0.43 -1.38 0.45 0.163
N -0.30 0.29 0.64 -0.237
P 0.18 1.68 -0.28 -0.042
C 0.79 1.17 -1.74 -0.453
H -0.71 0.40 1.59 0.365
H 1.25 2.16 -2.28 0.206
H 0.96 0.27 -2.29 0.293

---

# 9
8
Properties=species:S:1:pos:R:3:mulliken_charge:R:1 method="wB97M-V/def2-TZVPD" smiles="NNC=S" fmax_ev_per_a=1.0 e_homo_ev=-8.6 de_lowest_kj_mol=119.6 energy_ha=-548.166321
N -1.67 -0.71 0.00 -0.657
N -1.11 0.56 0.00 0.026
C 0.19 0.82 0.00 -0.147
S 1.40 -0.29 0.00 -0.312
H -1.29 -1.21 0.82 0.281
H -1.32 -1.22 -0.81 0.280
H -1.78 1.31 0.01 0.229
H 0.40 1.90 -0.02 0.299

---

# 10
10
Properties=species:S:1:pos:R:3:mulliken_charge:R:1 method="wB97M-V/def2-TZVPD" smiles="S=C(NS)NS" fmax_ev_per_a=2.0 e_homo_ev=-8.7 de_lowest_kj_mol=0.0 energy_ha=-1344.550380
S 1.26 1.94 0.05 -0.392
C 0.28 0.63 0.02 0.537
N -1.10 0.76 -0.03 -0.242
S -2.27 -0.44 -0.04 -0.226
N 0.66 -0.68 -0.04 -0.319
S 2.29 -1.16 0.11 -0.128
H -1.27 1.76 0.02 0.213
H -2.56 -0.68 1.26 0.162
H -0.01 -1.42 -0.27 0.252
H 2.72 -0.71 -1.09 0.142

---

# 11
10
Properties=species:S:1:pos:R:3:mulliken_charge:R:1 method="wB97M-V/def2-TZVPD" fmax_ev_per_a=2.3 e_homo_ev=-8.3 de_lowest_kj_mol=115.9 energy_ha=-1344.506248
N -1.32 -1.00 0.46 -0.562
N -0.04 -0.67 0.25 -0.106
C 0.12 0.54 -0.07 0.556
S -1.17 1.79 -0.01 -0.289
S 1.77 1.10 -0.33 -0.041
S 2.63 -0.69 0.05 -0.234
H -2.04 -0.41 0.82 0.156
H -1.43 -1.96 0.54 0.180
H -0.43 2.77 -0.77 0.154
H 1.91 -1.47 -0.95 0.185

---

# 12
8
Properties=species:S:1:pos:R:3:mulliken_charge:R:1 method="wB97M-V/def2-TZVPD" charge=+1 fmax_ev_per_a=2.2 e_homo_ev=-16.3 de_lowest_kj_mol=348.6 energy_ha=-204.372987
H -1.19 -0.56 -1.73 0.314
N -1.16 -1.11 -0.84 -0.331
N -0.51 -0.78 0.14 0.224
C 0.59 0.50 0.14 0.105
N 0.57 1.31 1.06 -0.353
H 1.18 2.13 1.13 0.332
H -0.69 -1.59 0.83 0.373
H 1.21 0.10 -0.72 0.336

---

Repeat the fourth record exactly.
9
Properties=species:S:1:pos:R:3:mulliken_charge:R:1 method="wB97M-V/def2-TZVPD" smiles="NC(=O)NS" fmax_ev_per_a=4.9 e_homo_ev=-9.6 de_lowest_kj_mol=264.5 energy_ha=-623.358470
N 0.54 1.20 0.03 -0.606
C 0.74 -0.24 -0.09 0.597
O 1.94 -0.70 0.04 -0.630
N -0.37 -1.06 -0.12 -0.312
S -1.93 -0.13 -0.09 -0.184
H 0.02 1.44 -1.07 0.311
H 1.60 1.48 0.10 0.308
H -0.10 -2.19 -0.08 0.332
H -2.44 0.21 1.28 0.184